25
Properties=species:S:1:pos:R:3:forces:R:3:mulliken_charge:R:1 method="wB97M-V/def2-TZVPD" homo_ev=-12.2 de_lowest_kj_mol=396.21 mol_weight_g_mol=187.23 total_charge=+1 smiles=CC[N+](C#N)(C#N)c1cccc(N)c1 homo_lumo_gap_ev=8.337 fmax_ev_per_a=4.18
C 0.5736 0.0359 -2.7339 0.47 0.39 -0.31 0.464
C 0.8178 -1.8851 -1.4266 -0.52 3.31 -0.69 0.358
C -2.4501 1.5014 -0.1776 -1.44 0.88 -0.58 -0.578
C -2.8834 0.7519 0.9480 0.85 0.70 -1.25 -0.762
C -1.3891 1.0273 -0.9805 -0.14 2.43 -3.05 -0.648
C -1.1532 -0.8855 0.4444 0.87 -2.02 1.12 -0.504
C -2.2419 -0.4668 1.2411 1.04 1.77 -1.61 0.939
C -0.7689 -0.0803 -0.5498 0.67 -0.12 -1.57 0.720
C 3.1307 -0.1732 -1.3733 1.77 0.07 0.56 -1.020
C 1.7702 0.0791 -0.6602 4.10 -0.10 0.77 -0.328
N 0.5741 0.6903 -3.6737 -0.13 -0.20 -0.18 -0.376
N 0.9929 -2.9818 -1.5569 0.43 -3.74 -0.05 -0.308
N -2.5045 -1.0976 2.3566 -2.72 -0.17 2.92 -0.446
N 0.6960 -0.5021 -1.4700 -3.34 0.02 2.13 0.190
H -2.9765 2.4660 -0.6303 0.99 -2.23 1.60 0.288
H -3.6206 1.0429 1.6932 -0.12 0.45 -0.61 0.316
H -1.1760 1.4985 -2.0678 -0.47 -0.93 2.98 0.208
H -0.5949 -1.8058 0.7151 -0.41 0.70 -0.13 0.275
H 3.3560 0.6575 -2.1225 -0.14 -1.36 0.89 0.335
H 3.9118 -0.1185 -0.4743 -1.39 -0.03 -2.24 0.364
H 3.2467 -1.2458 -1.8495 -0.37 2.22 0.93 0.322
H 1.6927 1.1330 -0.3412 -0.79 -0.50 -0.73 0.364
H 1.9268 -0.5184 0.2456 -1.16 0.02 -0.09 0.370
H -3.3425 -0.7750 2.9438 2.03 -1.08 -1.24 0.248
H -2.0792 -1.9809 2.5238 -0.09 -0.48 0.44 0.208

---

53
Properties=species:S:1:pos:R:3:forces:R:3:mulliken_charge:R:1 method="wB97M-V/def2-TZVPD" homo_ev=-11.5 de_lowest_kj_mol=56.71 mol_weight_g_mol=619.07 total_charge=+1 homo_lumo_gap_ev=7.139 fmax_ev_per_a=3.48
Ti 9.7097 1.8616 13.5921 -0.89 -0.50 -0.13 0.245
Cl 9.1051 4.8638 9.7527 0.33 0.34 0.57 -0.168
C 9.4803 5.3525 11.3766 -0.92 -0.87 1.04 0.171
C 9.4765 6.7231 11.7617 0.13 0.24 -2.76 -0.404
C 9.7198 7.1556 13.0255 -0.05 -0.93 -0.48 0.558
Cl 9.8707 8.7971 13.3268 0.03 1.26 0.38 -0.218
C 9.8933 6.2044 14.0444 0.08 -1.10 1.10 -0.121
C 10.2157 6.4857 15.4093 0.22 -0.76 -1.12 -0.600
C 10.4346 5.4259 16.2659 -0.30 1.93 -0.02 -1.197
C 10.1319 4.1526 15.8754 0.16 -0.77 -0.55 0.126
N 9.8074 3.8144 14.6415 0.20 0.22 -0.73 0.277
C 9.7726 4.8237 13.6888 -0.26 0.17 0.91 0.229
C 9.5555 4.3731 12.3751 0.27 1.28 -0.86 0.653
O 9.4718 3.0465 12.1981 0.32 0.01 0.37 -0.858
H 9.3502 7.4332 10.8875 0.16 -0.69 1.43 0.337
H 10.3617 7.5112 15.7029 0.03 0.13 0.16 0.468
H 10.7821 5.6148 17.2597 -0.01 -0.02 0.43 0.450
H 10.2219 3.3854 16.6033 -0.03 -0.81 0.39 0.425
C 5.0883 -3.5545 14.6193 -0.56 -1.20 -0.55 -1.296
C 6.5064 -4.1083 14.5105 -0.35 0.97 2.97 -0.334
S 7.6025 -3.0354 15.5097 0.17 -1.79 -1.37 1.007
O 7.6091 -1.7234 14.9229 -0.20 0.70 -0.43 -0.492
O 7.3761 -3.1887 16.9015 -0.63 0.15 1.30 -0.635
C 9.2246 -3.7635 15.2355 -1.72 -0.85 -0.21 -0.804
C 10.1953 -3.0648 16.1338 1.40 1.20 -2.96 -1.428
N 10.1366 -1.6113 16.0874 0.01 0.03 0.17 0.035
C 10.4200 -0.8399 15.0157 0.07 -1.93 -0.05 0.940
N 9.9999 0.3678 15.2375 0.42 2.50 -1.16 0.341
C 9.4812 0.4482 16.4818 -0.49 -0.05 0.78 -0.431
C 9.5686 -0.7910 17.0159 -1.33 0.64 1.15 -0.570
N 9.0041 -1.1727 18.3205 0.61 -1.12 1.21 1.156
O 9.4655 -2.2127 18.8236 -0.62 1.45 -0.80 -0.599
O 8.1853 -0.4464 18.8654 1.01 -0.51 -1.19 -0.580
C 11.0632 -1.3901 13.7887 0.59 1.02 -0.42 -1.485
H 4.5042 -4.2291 14.0103 -0.35 -0.43 -0.21 0.434
H 4.9555 -2.6389 14.0916 0.16 1.07 0.10 0.337
H 4.5786 -3.5852 15.5832 0.62 0.28 0.14 0.350
H 6.8690 -3.9258 13.5280 0.39 -0.75 -0.96 0.364
H 6.5459 -5.1063 15.0190 0.35 0.66 -1.08 0.359
H 9.3283 -3.8755 14.1558 0.76 0.78 -0.03 0.537
H 9.1356 -4.8076 15.5461 -0.03 0.08 0.36 0.610
H 11.1849 -3.2752 15.7884 0.78 -0.61 0.08 0.415
H 10.1013 -3.2998 17.1161 -0.40 -1.13 2.70 0.689
H 9.0517 1.3397 16.9273 0.09 -0.30 -0.22 0.634
H 10.3595 -1.8774 13.1192 -0.18 0.00 0.04 0.289
H 11.8514 -2.0951 14.0495 0.01 0.00 0.03 0.555
H 11.5371 -0.5554 13.2062 -0.53 -1.07 0.54 0.037
F 12.7106 2.1710 14.6265 -0.37 -0.27 -0.28 -0.229
B 11.9540 1.6985 13.6262 -0.54 1.39 1.46 0.692
F 12.5644 1.2175 12.6009 1.00 -0.66 -1.36 -0.143
O 7.5938 1.3480 14.2747 -0.51 -0.32 -0.84 -0.409
S 7.5085 0.3852 13.0873 1.09 1.08 1.39 0.542
N 8.8861 0.3228 12.5141 -0.19 -0.11 -0.46 -0.257

---

41
Properties=species:S:1:pos:R:3:forces:R:3:lowdin_spin:R:1 method="wB97M-V/def2-TZVPD" homo_ev="-12.2 / -12.2" de_lowest_kj_mol=48.32 mol_weight_g_mol=557.42 total_charge=+1 spin_multiplicity=2 s2=0.7606 homo_lumo_gap_ev="7.180 / 5.822" fmax_ev_per_a=0.43
Ir 0.1179 0.0228 0.1459 0.00 0.00 0.27 0.661
C -2.7628 -3.0061 -0.2285 -0.04 0.01 0.03 0.005
C -1.5509 -2.4302 -0.5720 0.03 0.02 0.06 0.010
N -1.3351 -1.3729 0.2207 -0.23 0.02 -0.36 0.039
N -2.3963 -1.2272 1.0452 0.23 -0.07 0.21 0.006
C -3.2647 -2.2085 0.7895 -0.05 0.01 0.02 0.019
B -2.4356 -0.0017 2.0006 -0.07 -0.07 -0.15 0.000
N -1.1433 -0.0100 2.8294 -0.04 0.01 -0.04 0.000
C -0.9592 -0.0220 4.1566 -0.08 0.00 -0.02 0.001
C 0.3960 -0.0212 4.4157 0.02 0.00 0.01 0.000
C 0.9963 -0.0071 3.1620 -0.01 0.00 -0.01 0.001
N 0.0582 -0.0005 2.2145 0.17 0.03 0.00 0.004
N -2.3888 1.2448 1.0695 0.20 0.15 0.18 0.005
C -3.2533 2.2288 0.8271 -0.04 -0.08 0.04 0.035
C -2.7495 3.0437 -0.1810 0.01 0.00 -0.02 0.012
C -1.5396 2.4756 -0.5305 -0.01 0.04 0.06 0.018
N -1.3252 1.4014 0.2469 -0.06 -0.06 -0.23 0.051
H -3.2207 -3.8760 -0.6631 0.00 0.00 0.00 0.000
H -0.8289 -2.7038 -1.3228 -0.03 0.01 -0.03 0.000
H -4.1872 -2.2691 1.3428 0.00 -0.02 -0.01 0.001
H -3.4049 -0.0054 2.6891 -0.04 0.01 -0.02 0.000
H -1.8088 -0.0297 4.8183 0.02 0.00 0.02 0.000
H 0.8825 -0.0293 5.3740 0.00 0.00 0.00 0.000
H 2.0422 -0.0022 2.9062 0.00 0.00 0.01 0.000
H -4.1784 2.2803 1.3772 0.00 0.03 -0.01 0.002
H -3.2082 3.9191 -0.6038 0.00 0.00 0.00 0.000
H -0.8155 2.7617 -1.2747 -0.02 -0.01 -0.02 0.001
O 0.3592 -0.1313 -3.9805 0.00 0.01 -0.05 0.006
C 0.8076 -0.0789 -2.8656 0.02 0.08 0.23 0.005
O -0.0109 -0.0714 -1.8235 -0.06 -0.19 -0.05 0.049
C 2.2966 -0.0344 -2.6400 -0.05 0.01 -0.09 -0.001
C 3.0666 -0.0535 -3.7990 0.02 0.00 -0.02 0.000
C 4.4507 -0.0161 -3.7538 -0.05 0.00 -0.02 -0.006
C 5.0991 0.0409 -2.5315 0.02 0.01 0.07 0.002
C 4.3574 0.0595 -1.3629 0.03 -0.01 -0.12 0.002
C 2.9616 0.0234 -1.4132 0.20 -0.01 0.20 0.017
S 2.2780 0.0662 0.2148 -0.09 0.09 -0.17 0.052
H 2.5368 -0.0989 -4.7402 0.02 0.00 0.00 0.000
H 5.0213 -0.0326 -4.6722 -0.01 0.00 -0.01 0.000
H 6.1790 0.0693 -2.4813 0.00 0.00 0.00 0.000
H 4.8611 0.1026 -0.4059 -0.02 0.00 0.02 0.001

---

63
Properties=species:S:1:pos:R:3:forces:R:3:mulliken_charge:R:1 method="wB97M-V/def2-TZVPD" homo_ev=-17.0 de_lowest_kj_mol=76.14 mol_weight_g_mol=540.76 total_charge=+3 homo_lumo_gap_ev=7.467 fmax_ev_per_a=1.45
Zr -0.2963 0.1277 -0.3094 -0.58 -0.49 -0.85 1.497
C 7.0125 0.0942 2.1937 0.34 0.03 0.28 -0.876
O 5.9313 -0.1389 1.2703 -0.05 0.01 -0.19 -0.388
C 4.6930 -0.0204 1.6382 -0.21 -0.02 0.22 0.689
C 4.2698 0.2873 2.9561 0.18 0.03 0.14 -0.885
C 2.9437 0.3843 3.2240 -0.03 0.00 -0.01 -1.465
C 1.9410 0.2113 2.2217 -0.40 -0.07 -0.34 0.352
C 0.5911 0.3610 2.5523 0.43 -0.03 0.59 0.947
C 0.1138 0.5510 3.9529 -0.10 0.04 -0.01 -1.971
O -0.3489 0.3473 1.6347 0.49 0.02 1.37 0.035
C 2.3944 -0.1279 0.8894 0.79 -0.01 0.66 0.831
O 1.5155 -0.3839 -0.1046 0.84 0.16 0.43 -0.474
C 3.7295 -0.2447 0.6318 -0.24 -0.08 -0.38 -0.461
H 7.9168 0.0784 1.5962 -0.05 -0.01 -0.06 0.267
H 7.0601 -0.7014 2.9364 -0.11 -0.01 -0.03 0.391
H 6.9119 1.0657 2.6757 -0.06 0.00 -0.07 0.382
H 4.9948 0.4326 3.7439 -0.03 0.01 -0.02 0.504
H 2.6371 0.6227 4.2328 0.02 0.01 -0.01 0.440
H 0.6291 -0.0957 4.6599 0.00 -0.04 -0.05 0.581
H -0.9548 0.3541 3.9999 0.00 0.03 0.03 0.317
H 0.2877 1.5816 4.2760 -0.03 0.02 -0.05 0.401
H 4.0728 -0.5293 -0.3542 -0.01 0.02 0.01 0.528
N -0.6948 -2.5151 -2.5576 0.07 0.00 0.02 -0.064
C 0.1112 -1.4897 -3.0253 -0.05 0.13 -0.05 0.746
C 0.9440 -1.7677 -4.1134 0.00 0.01 -0.05 -0.872
C 1.7948 -0.7931 -4.5784 -0.12 -0.08 0.09 -0.486
C 1.7797 0.4681 -3.9731 -0.03 0.06 -0.04 -1.095
C 0.9053 0.6837 -2.9469 0.06 0.06 -0.26 -0.079
N 0.0681 -0.2752 -2.4526 0.24 -0.50 -0.86 0.143
C -1.2677 -2.7534 -1.3301 -0.04 0.09 0.01 0.866
C -1.7785 -4.0379 -1.0966 -0.07 -0.03 0.06 -0.914
C -2.2898 -4.3541 0.1365 0.08 0.05 -0.11 -0.450
C -2.3410 -3.3667 1.1297 -0.09 0.06 -0.06 -1.040
C -1.8944 -2.1184 0.8193 -0.15 -0.24 0.14 -0.303
N -1.3287 -1.7900 -0.3868 -0.22 -0.73 -0.19 0.013
H -0.6789 -3.3286 -3.1532 -0.01 -0.07 -0.02 0.223
H 0.9291 -2.7530 -4.5609 0.02 0.00 0.01 0.465
H 2.4693 -1.0053 -5.3973 -0.01 0.01 -0.02 0.483
H 2.4313 1.2589 -4.3157 -0.04 0.04 0.02 0.502
H 0.8367 1.6647 -2.4915 0.03 -0.01 0.09 0.489
H -1.7495 -4.7760 -1.8874 0.04 0.00 0.00 0.494
H -2.6511 -5.3540 0.3378 -0.01 0.00 -0.03 0.468
H -2.7458 -3.5773 2.1087 -0.03 0.05 -0.01 0.491
H -1.9790 -1.3196 1.5411 0.07 0.03 0.03 0.505
O -0.7367 2.0578 -0.5949 -0.64 0.80 -0.21 -0.466
C -1.8065 2.6663 -0.9701 -0.37 0.52 -0.33 -0.087
C -2.5040 2.2594 -2.2286 -0.04 0.00 0.01 -0.070
C -3.7927 1.5642 -1.6847 0.09 -0.16 -0.01 -0.970
C -3.6354 0.8756 -0.2975 -0.23 0.44 -0.02 0.895
C -3.8585 1.7725 0.9474 0.27 0.01 -0.02 -0.833
C -2.7661 2.8346 1.1970 -0.24 -0.19 0.18 -0.482
N -2.4730 3.4202 -0.1247 0.39 0.07 0.09 0.006
H -1.8805 1.5580 -2.7792 0.05 0.06 -0.07 -0.091
H -2.7507 3.0866 -2.8943 0.00 0.06 0.08 0.453
H -4.1151 0.8268 -2.4193 0.04 0.01 -0.01 0.473
H -4.5975 2.2963 -1.6183 -0.02 0.00 0.03 0.407
H -2.6459 0.3719 -0.2451 -0.42 -0.06 0.07 -0.714
H -4.3728 0.0757 -0.2421 0.13 -0.12 -0.01 0.564
H -3.9526 1.1460 1.8369 0.01 0.04 0.01 0.477
H -4.8211 2.2739 0.8280 -0.03 -0.04 -0.04 0.353
H -1.8562 2.3970 1.5955 0.06 0.05 0.02 0.028
H -3.1094 3.6053 1.8815 0.06 0.05 -0.04 0.451
H -3.2414 3.9551 -0.5115 -0.03 -0.08 -0.15 0.378

---

79
Properties=species:S:1:pos:R:3:forces:R:3:mulliken_charge:R:1 method="wB97M-V/def2-TZVPD" homo_ev=-7.8 de_lowest_kj_mol=12.49 mol_weight_g_mol=575.66 total_charge=0 smiles="CCN(CC)C(=O)C[C@H](c1cc(OC)c(OC)c(OC)c1)c1c(OC)cc(OC)c2c(-c3ccccc3)cc(=O)oc12" homo_lumo_gap_ev=8.115 fmax_ev_per_a=1.20
C 3.9729 -1.6080 -2.2884 0.08 0.24 0.00 -0.681
H 3.6476 -1.9519 -3.2653 -0.03 -0.05 -0.11 0.258
H 3.1820 -1.8252 -1.5772 -0.07 -0.04 0.09 0.023
H 4.8501 -2.1809 -1.9980 0.08 -0.13 0.04 0.374
C 4.3344 -0.1219 -2.3197 0.08 -0.35 0.18 -0.776
N 3.2534 0.7542 -2.7258 0.11 0.09 -0.29 0.312
C 2.3103 1.2555 -1.8883 0.31 -0.11 0.14 0.358
O 1.4260 1.9916 -2.2938 -0.29 0.27 0.05 -0.789
C 2.4347 0.8652 -0.4258 -0.27 0.23 0.10 -1.409
H 2.5152 -0.2141 -0.3493 0.19 0.04 0.03 -0.064
H 3.3436 1.3110 -0.0138 0.07 -0.07 -0.01 0.967
C 1.2395 1.3766 0.3839 0.03 -0.11 -0.22 0.371
C 1.2598 0.9761 1.8431 0.21 -0.06 0.24 -0.654
C 1.9812 -0.0839 2.3424 -0.01 0.08 0.04 -0.820
C 1.9458 -0.4171 3.7020 -0.10 0.12 0.03 0.011
C 1.1520 0.3269 4.5767 0.08 -0.06 0.36 1.046
C 0.3884 1.3909 4.0549 -0.03 0.01 -0.02 0.723
C 0.4570 1.7117 2.7126 -0.14 0.16 0.23 -0.734
H -0.1137 2.5320 2.3106 -0.11 0.13 -0.01 0.559
O -0.3970 2.0571 4.9577 0.33 -0.46 -0.01 -0.464
C -1.2473 3.0687 4.4818 -0.14 0.19 -0.09 -0.922
H -1.9417 2.6870 3.7265 0.03 0.02 0.01 0.340
H -0.6821 3.9083 4.0632 -0.03 -0.04 -0.01 0.346
H -1.8100 3.4106 5.3498 0.02 0.01 -0.09 0.260
O 1.0661 0.0079 5.9241 -0.24 -0.04 -0.64 -0.580
C 1.5665 0.9869 6.8109 0.16 0.22 0.20 -0.752
H 0.9870 1.9110 6.7622 0.06 -0.08 0.02 0.250
H 1.4805 0.5549 7.8069 0.05 0.06 0.01 0.276
H 2.6193 1.2106 6.5990 -0.05 -0.05 0.01 0.304
O 2.7315 -1.4825 4.0111 -0.09 0.25 -0.21 -0.412
C 2.7668 -2.0231 5.3122 0.02 -0.28 0.35 -0.806
H 3.2487 -1.3437 6.0208 -0.05 -0.04 -0.03 0.264
H 1.7683 -2.2724 5.6747 0.12 0.00 -0.02 0.315
H 3.3645 -2.9309 5.2243 -0.03 0.07 0.03 0.291
H 2.5996 -0.7063 1.7192 0.10 -0.09 -0.14 0.387
C -0.0916 0.9581 -0.2061 0.01 0.07 0.05 0.066
C -0.3866 -0.3656 -0.5257 -0.90 0.77 -0.20 0.141
C -1.6230 -0.7520 -1.0808 0.05 0.21 0.06 0.297
C -2.5577 0.2604 -1.3936 0.35 -0.09 0.13 0.824
C -2.2766 1.5730 -1.0651 -0.29 0.33 -0.08 -0.701
C -1.0719 1.9227 -0.4540 0.05 -0.63 -0.03 0.617
O -0.7877 3.1908 -0.0699 0.16 -0.30 0.02 -0.439
C -1.5869 4.2500 -0.5400 -0.16 0.22 -0.07 -1.108
H -1.0829 5.1606 -0.2189 -0.07 -0.04 -0.04 0.298
H -1.6550 4.2426 -1.6309 0.00 -0.02 0.03 0.387
H -2.5920 4.2260 -0.1044 0.06 -0.02 -0.04 0.324
H -2.9959 2.3410 -1.2909 -0.08 0.07 -0.02 0.665
O -3.6910 -0.1287 -2.0276 0.40 0.09 0.12 -0.325
C -4.6391 0.8389 -2.4046 -0.19 0.17 -0.07 -1.079
H -5.4291 0.2840 -2.9083 0.02 0.08 0.03 0.271
H -4.2135 1.5729 -3.0960 0.00 -0.02 0.04 0.358
H -5.0593 1.3536 -1.5346 0.04 -0.01 -0.03 0.365
C -1.8345 -2.1527 -1.3285 0.55 -0.38 0.05 0.476
C -0.8094 -3.0226 -1.1469 -0.50 0.24 -0.11 -0.723
C 0.4764 -2.5940 -0.6614 0.52 -0.56 -0.07 0.009
O 1.4610 -3.2859 -0.5360 -0.35 0.27 0.02 -0.685
O 0.5820 -1.2801 -0.2964 0.16 0.06 0.15 -0.298
H -0.9255 -4.0778 -1.3362 0.00 -0.07 0.03 0.595
C -3.1500 -2.6801 -1.7382 -0.22 -0.41 -0.08 0.121
C -4.2260 -2.6251 -0.8581 0.07 -0.10 -0.02 -0.046
C -5.4466 -3.1630 -1.2183 -0.02 0.04 0.12 -0.850
C -5.6066 -3.7589 -2.4588 -0.06 -0.04 -0.12 -0.416
C -4.5366 -3.8241 -3.3342 -0.12 -0.07 -0.07 -0.723
C -3.3100 -3.2954 -2.9729 0.12 0.09 0.12 -0.379
H -2.4731 -3.3441 -3.6541 0.08 0.00 -0.06 0.464
H -4.6559 -4.2916 -4.3007 -0.01 -0.04 -0.07 0.401
H -6.5629 -4.1750 -2.7399 -0.07 -0.03 -0.02 0.413
H -6.2772 -3.1195 -0.5287 -0.05 0.00 0.06 0.418
H -4.0971 -2.1622 0.1096 0.00 0.08 0.09 0.473
H 1.2553 2.4691 0.3327 0.05 -0.21 0.04 0.925
C 3.2046 1.1572 -4.1199 -0.23 0.17 -0.24 -0.639
C 2.6942 0.0641 -5.0540 0.12 0.17 0.14 -1.128
H 2.5400 0.4781 -6.0474 -0.01 0.00 -0.13 0.402
H 3.4052 -0.7544 -5.1321 0.02 -0.12 -0.04 0.276
H 1.7467 -0.3230 -4.6877 -0.11 -0.07 0.01 0.287
H 4.2051 1.4780 -4.4299 -0.06 0.01 0.06 0.426
H 2.5284 2.0140 -4.1673 0.21 -0.10 -0.04 0.326
H 4.6999 0.1822 -1.3356 0.05 0.00 -0.11 0.362
H 5.1514 0.0260 -3.0329 -0.03 0.08 0.12 0.381

---

18
Properties=species:S:1:pos:R:3:forces:R:3:mulliken_charge:R:1 method="wB97M-V/def2-TZVPD" homo_ev=-4.2 de_lowest_kj_mol=325.03 mol_weight_g_mol=124.12 total_charge=-1 homo_lumo_gap_ev=7.883 fmax_ev_per_a=2.77
O -0.6928 -1.6856 -3.8200 -0.50 -0.51 -0.70 -0.505
C -0.0212 -1.5530 -2.8362 -0.97 0.81 0.68 -0.030
C -0.5877 -1.3070 -1.4188 0.09 2.75 -0.33 -0.397
N 0.5715 -0.8151 -0.6291 -1.44 -0.62 -1.01 -0.448
C 0.4388 0.5894 -0.1491 0.59 -1.27 2.23 -0.543
O -0.5782 0.8108 0.7316 0.21 -0.41 -0.11 -0.946
H 1.0704 -1.4035 -2.9558 0.02 -0.26 0.51 0.359
H -1.2930 -2.0256 -1.0025 0.74 -0.87 0.04 0.405
H -1.3515 -0.4346 -1.4112 1.17 -0.91 -0.75 0.220
H 0.5748 -1.3747 0.1883 0.47 -0.39 1.15 0.226
H 0.2333 1.2436 -0.9711 0.88 0.46 -1.24 0.448
H 1.5336 0.6012 0.3012 -1.50 1.13 -0.55 0.247
H -0.5518 -0.4136 2.1622 2.16 0.21 1.56 0.366
H 0.4669 0.2766 3.1550 -0.59 -1.00 -0.49 0.323
O 0.1295 -0.6265 2.9391 -1.32 0.95 -1.12 -0.713
H 0.6790 2.9441 1.8957 2.14 0.77 -0.02 0.277
H -0.4274 2.2306 1.5966 -1.39 -1.28 -0.38 0.401
O -0.1942 2.9429 2.2242 -0.75 0.43 0.53 -0.691